Here is a structure of composition C37H29N12ORe at a distorted geometry from OMol25. Energies are from ωB97M-V with the def2-TZVPD basis set.

Element x y z (Å)
1 Re 0.680469 0.827168 1.525376
2 C -0.706071 -2.124652 6.337391
3 C -1.504012 -2.054315 5.222505
4 C -1.149374 -1.216553 4.132818
5 C -0.166698 -0.200280 4.346454
6 C 0.651024 -0.316794 5.466821
7 C 0.401645 -1.280947 6.400790
8 N 0.078539 0.902027 3.340808
9 C -0.184466 2.175438 3.892270
10 C -0.688123 2.546188 5.129969
11 C -0.885951 3.873896 5.535685
12 C -0.557801 4.852219 4.602984
13 C 0.040211 4.582362 3.399904
14 C 0.157172 3.252030 3.029541
15 N 0.804721 2.738368 1.843161
16 N 1.313933 3.657477 0.974723
17 C 2.102914 2.969745 0.145818
18 C 2.862107 3.626425 -0.898022
19 C 3.759178 2.887979 -1.583682
20 C 3.914129 1.499146 -1.330881
21 C 3.168618 0.892217 -0.331633
22 N 2.141017 1.579396 0.324912
23 H -1.073364 -2.673235 7.186306
24 H -2.408855 -2.656684 5.176636
25 H -1.684713 -1.288099 3.191169
26 H 1.450453 0.407826 5.590468
27 H 0.964720 -1.232302 7.345660
28 H -1.156706 1.750675 5.727418
29 H -1.289269 4.240038 6.499399
30 H -0.744655 5.911334 4.835948
31 H 0.322151 5.327529 2.643161
32 H 2.732396 4.684921 -1.105448
33 H 4.406129 3.394506 -2.270241
34 H 4.717963 0.944104 -1.757202
35 H 3.347001 -0.156097 -0.076214
36 C -4.198211 0.274400 -1.216529
37 N -2.822263 0.540844 -0.830549
38 C -2.135217 0.217345 0.246216
39 N -0.960675 0.923957 0.285046
40 C -1.079208 1.763916 -0.822656
41 N -2.179243 1.644272 -1.466456
42 C -4.238942 0.160260 -2.743888
43 C -5.180704 0.811810 -3.603712
44 C -5.012503 0.733716 -4.967177
45 C -3.865673 0.158503 -5.559130
46 C -2.962513 -0.438629 -4.694615
47 C -3.191913 -0.535140 -3.302266
48 C -1.673347 -1.029987 -5.125111
49 N -0.960732 -0.810337 -6.219214
50 N 0.320557 -1.399204 -6.037517
51 C 0.366491 -1.886467 -4.818949
52 O -0.857814 -1.650092 -4.136145
53 C 1.509582 -2.388992 -4.123513
54 C 2.764152 -2.369890 -4.702426
55 C 3.842390 -2.977467 -3.993886
56 C 3.626201 -3.592350 -2.797901
57 C 2.374108 -3.542014 -2.169557
58 C 2.255177 -4.037520 -0.720124
59 N 1.789018 -2.982639 0.195402
60 C 0.971665 -1.951815 0.041764
61 N 0.960101 -1.211829 1.204376
62 C 1.681181 -2.064054 2.082164
63 N 2.096675 -3.171529 1.558379
64 C 1.313101 -2.960706 -2.849470
65 H -4.817540 1.054750 -0.800415
66 H -4.474472 -0.709777 -0.795913
67 H -2.465791 -0.426400 1.059636
68 H -0.327850 2.561636 -1.038361
69 H -6.029234 1.440174 -3.279121
70 H -5.785297 1.166813 -5.618378
71 H -3.614159 0.193055 -6.597627
72 H -2.400925 -1.108895 -2.764278
73 H 2.876792 -1.911875 -5.699377
74 H 4.834318 -2.947806 -4.485001
75 H 4.462985 -4.075855 -2.331126
76 H 3.163752 -4.292462 -0.164820
77 H 1.588285 -4.915605 -0.570151
78 H 0.580886 -1.643133 -0.901868
79 H 1.768331 -1.909338 3.182222
80 H 0.272054 -3.026716 -2.402717

Force components x, y, z for each atom (eV/Å):
1.1 0.6 1.9
-0.2 1.0 -0.1
0.1 0.0 -1.5
0.4 1.2 0.9
-0.3 -1.4 -1.5
0.2 1.0 -0.9
0.1 -0.2 2.1
-0.7 -1.9 2.0
0.3 2.7 -0.7
-1.6 -1.5 1.1
0.3 0.4 -1.0
0.0 1.7 1.0
-0.1 -0.6 -1.8
1.0 -1.2 -0.1
-1.2 3.4 -0.4
-0.4 -2.0 1.8
0.3 -0.3 -1.3
-0.8 -0.5 1.1
0.2 -0.5 -0.2
-0.6 0.1 1.9
-0.2 0.7 -1.0
1.2 0.3 -1.5
0.4 -0.4 0.2
0.2 0.0 -0.2
-0.2 0.2 0.2
0.0 -0.1 0.2
0.0 -0.3 -0.6
0.7 0.3 0.1
0.2 -0.9 -0.6
0.1 -0.6 0.0
-0.1 -0.1 0.7
0.0 -0.1 0.4
0.2 0.0 -0.5
0.3 -0.3 -0.4
-0.3 0.4 0.0
-0.4 -1.1 -0.6
1.1 2.5 0.2
1.3 0.3 0.4
-2.0 -0.3 -2.0
1.2 1.0 1.1
-1.0 -1.9 -0.2
0.1 0.3 0.3
0.4 -0.1 0.8
0.3 -0.2 -2.1
-1.0 0.7 0.8
2.3 -2.0 0.1
0.4 -0.1 -0.2
0.8 0.6 1.9
2.2 -1.7 -0.1
-2.7 1.4 -0.7
-2.2 1.5 0.8
0.5 -0.2 -1.9
-1.1 -0.6 0.6
1.4 -0.3 -0.2
-0.3 1.1 -2.6
0.0 0.2 0.5
-0.1 0.0 0.7
-0.7 -0.4 0.4
-1.5 -0.5 1.2
1.8 1.0 1.5
0.7 -3.1 -0.4
-1.1 0.4 1.1
0.3 1.3 -1.9
-1.0 -0.7 1.1
-0.3 0.1 -0.1
0.0 0.5 0.1
0.1 -0.1 -0.5
-0.8 -0.9 0.1
0.6 -0.7 0.3
0.5 -0.1 0.3
-0.3 0.1 -0.6
-1.2 0.8 0.0
0.2 -0.3 0.7
-0.7 -0.2 0.5
0.2 -0.2 0.4
0.4 -0.3 -1.1
0.3 0.5 -0.4
-0.2 0.2 -0.2
-0.1 0.2 -1.1
1.4 0.2 -0.8

Output
Net charge: +3
HOMO (spin up / spin down), eV: -15.1 / -15.6
Relative energy (zero: lowest compared OMol25 entry of this formula, charge and spin), eV: 0.0000
2S+1: 4

Partial atomic charges computed with the Löwdin method, in multiples of e: 1.602 -0.049 -0.058 -0.025 -0.270 -0.064 -0.053 -0.125 -0.234 0.001 -0.010 -0.060 0.000 -0.178 -0.165 0.132 -0.323 0.027 -0.038 -0.025 -0.094 -0.111 0.122 0.119 0.079 0.133 0.134 0.132 0.141 0.133 0.130 0.136 0.124 0.109 0.107 -0.041 -0.087 -0.061 -0.101 -0.160 0.181 -0.150 0.057 -0.003 0.065 -0.102 0.027 -0.142 0.207 0.197 -0.184 0.061 -0.148 0.053 -0.002 0.010 -0.154 -0.030 -0.080 -0.093 -0.127 -0.150 0.174 0.019 0.144 0.155 0.150 0.141 0.152 0.142 0.136 0.139 0.146 0.144 0.134 0.139 0.158 0.114 0.143 0.148